[1]
Formula: C39H48MnN4O6P
Source: OMol25
Level of theory: ωB97M-V with the def2-TZVPD basis set

Geometry (Å):
Mn  1.2880  0.4456  0.8159
O  -2.2190  4.6293  3.7815
C  -1.3746  3.6723  3.3513
C  -1.5542  2.3252  3.6617
C  -0.6927  1.4124  3.0993
N  0.2856  1.7853  2.2868
C  0.5449  3.0760  2.0915
C  -0.2645  4.0644  2.6014
C  1.8479  3.2688  1.3227
O  2.3213  4.3739  1.1681
O  2.3427  2.1384  0.9356
C  -0.6867  -0.0926  3.3394
O  -1.5179  -0.5983  4.0829
O  0.2386  -0.6774  2.6795
H  -2.9893  4.2202  4.1893
H  -2.3481  1.9854  4.3146
H  -0.0645  5.1100  2.4127
C  0.2411  -3.6763  2.5907
C  0.7670  -3.4729  1.1696
C  -0.3619  -3.6835  0.1574
P  1.6951  -1.8739  0.8880
C  3.2599  -2.1044  1.8843
C  4.3815  -1.2846  1.2402
C  3.0610  -1.6310  3.3290
C  2.2366  -2.0899  -0.8378
C  2.6033  -3.2970  -1.4229
C  2.8856  -3.3995  -2.7757
C  3.3268  -4.6994  -3.3936
C  2.7376  -2.2490  -3.5504
C  2.4024  -1.0339  -2.9895
C  2.1942  -0.9082  -1.6031
N  1.9001  0.2984  -0.9892
C  2.2226  1.5054  -1.6792
C  1.2636  2.5039  -1.9322
C  -0.1611  2.4762  -1.4342
C  1.6207  3.6247  -2.6727
C  2.9023  3.8254  -3.1529
C  3.2545  5.0497  -3.9509
C  3.8629  2.8825  -2.8160
C  3.5569  1.7509  -2.0796
C  4.6866  0.8586  -1.6422
H  -0.3706  -4.5809  2.6203
H  -0.3649  -2.8350  2.9167
H  1.0541  -3.8023  3.3058
H  1.5445  -4.2193  0.9840
H  -1.2498  -3.1257  0.4517
H  -0.6234  -4.7432  0.1238
H  -0.0799  -3.3697  -0.8460
H  3.5167  -3.1676  1.8670
H  4.0783  -0.2346  1.1729
H  4.6276  -1.6444  0.2426
H  5.2803  -1.3278  1.8574
H  2.8890  -0.5529  3.3418
H  3.9539  -1.8424  3.9203
H  2.2035  -2.1005  3.8046
H  2.6701  -4.1908  -0.8116
H  3.2570  -5.5191  -2.6792
H  4.3652  -4.6367  -3.7268
H  2.7194  -4.9487  -4.2651
H  2.8990  -2.3102  -4.6210
H  2.2904  -0.1609  -3.6202
H  -0.3094  1.8160  -0.5854
H  -0.8376  2.1601  -2.2271
H  -0.4564  3.4757  -1.1164
H  0.8592  4.3757  -2.8572
H  2.3627  5.6287  -4.1860
H  3.7492  4.7774  -4.8845
H  3.9381  5.6893  -3.3892
H  4.8951  3.0429  -3.1106
H  5.6270  1.4063  -1.6855
H  4.7830  -0.0303  -2.2668
H  4.5226  0.5288  -0.6184
C  -6.5328  -1.4443  -0.6004
C  -5.4955  -1.4424  0.5202
N  -5.2552  -0.1208  1.0832
C  -6.2065  0.4010  2.0629
C  -7.0905  1.5116  1.5020
C  -4.1635  0.6368  0.8208
O  -3.9557  1.7111  1.3668
C  -3.1641  0.1101  -0.1746
C  -3.3454  0.1957  -1.5467
C  -2.3201  -0.2253  -2.3792
C  -1.1317  -0.6550  -1.8141
N  -0.9339  -0.7191  -0.4964
C  -1.9496  -0.3779  0.2955
H  -6.6298  -2.4468  -1.0186
H  -6.2399  -0.7627  -1.3984
H  -7.5089  -1.1365  -0.2242
H  -4.5537  -1.8486  0.1575
H  -5.8377  -2.0925  1.3279
H  -5.6341  0.7938  2.9042
H  -6.8136  -0.4330  2.4139
H  -6.4730  2.3549  1.1982
H  -7.7906  1.8502  2.2667
H  -7.6615  1.1653  0.6398
H  -4.2673  0.5899  -1.9556
H  -2.4364  -0.1982  -3.4542
H  -0.2997  -0.9655  -2.4364
H  -1.8003  -0.5203  1.3560

Cartesian forces, eV/Å:
-0.272 0.759 1.220
0.027 0.087 -0.011
0.152 -0.176 -0.044
-0.100 0.006 0.079
0.077 -0.153 -0.040
0.005 0.021 -0.392
0.042 -0.073 -0.026
-0.062 0.172 -0.014
-0.328 0.293 0.168
-0.019 -0.109 -0.047
0.249 -0.292 -0.288
-0.092 0.076 0.012
-0.002 0.059 -0.054
0.015 -0.046 -0.247
-0.027 -0.021 0.045
-0.012 -0.041 -0.035
0.073 -0.029 -0.005
0.104 -0.058 0.064
-0.513 0.388 0.181
0.069 0.028 -0.015
1.145 -1.342 -0.555
-0.143 0.457 0.111
-0.123 -0.174 0.060
-0.073 -0.119 -0.063
-0.120 0.427 0.103
-0.048 -0.064 -0.119
0.000 -0.132 0.054
0.044 0.076 -0.012
0.012 0.024 0.086
0.001 0.187 -0.043
0.064 -0.509 0.084
-0.345 0.360 -0.229
0.262 0.335 -0.229
0.012 -0.276 0.063
0.235 -0.046 -0.044
0.051 0.039 -0.031
-0.116 0.045 0.004
0.036 -0.054 0.068
0.021 -0.079 -0.047
-0.047 -0.054 0.172
-0.124 0.006 -0.006
0.062 -0.045 -0.039
-0.018 -0.029 -0.008
-0.032 -0.011 0.025
0.092 0.079 -0.068
0.014 -0.005 0.029
0.013 -0.009 0.051
-0.043 -0.041 -0.037
-0.091 -0.036 -0.063
0.097 -0.028 0.033
0.011 0.055 -0.025
-0.009 0.003 0.030
-0.003 0.004 0.067
0.029 0.002 -0.040
0.019 0.062 0.060
-0.017 -0.004 0.001
-0.023 -0.011 -0.012
-0.009 -0.030 -0.008
-0.002 -0.029 0.011
-0.012 0.034 -0.008
0.073 0.018 0.013
-0.103 -0.117 0.076
-0.101 -0.037 0.032
-0.010 0.016 0.006
0.022 0.014 -0.015
0.019 0.027 -0.026
-0.008 0.026 -0.013
-0.006 0.018 -0.019
0.000 0.016 0.003
0.001 -0.009 0.009
-0.008 -0.069 -0.025
0.070 0.038 -0.091
0.074 -0.014 0.149
-0.096 0.012 -0.164
-0.004 0.003 0.054
-0.036 0.250 -0.073
0.064 -0.100 0.022
-0.013 -0.099 0.066
-0.010 -0.035 -0.037
0.088 0.045 -0.030
0.000 -0.018 0.103
-0.050 -0.011 -0.032
0.064 -0.068 -0.010
-0.292 0.072 0.093
-0.078 -0.004 -0.094
-0.023 0.005 0.000
-0.012 0.006 -0.033
-0.016 0.018 -0.041
0.026 -0.004 0.015
0.090 -0.013 0.033
-0.024 -0.075 0.036
0.036 -0.041 -0.002
-0.020 0.018 -0.005
-0.009 0.019 -0.016
-0.021 0.001 0.008
-0.015 -0.011 -0.016
0.052 0.000 -0.004
0.031 0.067 -0.014
0.030 0.075 0.067

The value obtained for the LUMO energy (spin up / spin down) is -0.0529 / 0.0024 Eh. As for the spin multiplicity: 5. For the gap between HOMO and LUMO (spin up / spin down), the calculation gives 5.99 / 7.69 eV.

Results of the Löwdin charge analysis, in e, for atoms 1 through 5: 0.914, 0.091, -0.274, 0.073, -0.163

***

[2]
Formula: C22H49Cl2N6O8
Source: OMol25
Level of theory: ωB97M-V with the def2-TZVPD basis set

Geometry (Å):
C  -0.1136  -0.6241  0.1193
C  -0.9587  -0.8420  -1.1517
O  -0.6487  -1.7297  -2.0162
O  -1.8137  -0.0257  -1.5208
H  0.7267  0.0495  -0.0413
H  0.2922  -1.5817  0.4496
H  -0.7777  -0.4189  0.9598
C  1.0530  5.7844  1.9500
C  2.1323  4.7477  1.9579
O  3.2043  4.9231  2.5442
N  1.9313  3.7308  1.0646
C  2.8032  2.5739  1.0285
H  0.1531  5.6254  1.3575
H  1.5219  6.7647  1.8829
H  0.6742  5.6257  2.9626
H  1.2606  3.8277  0.3076
H  3.8430  2.8549  0.8485
H  2.5895  1.8981  0.2032
H  2.8585  2.0469  1.9811
C  -2.2227  1.7198  2.2366
C  -1.2947  1.8301  3.3850
O  -1.7733  1.5830  4.4891
N  -0.0601  2.3638  3.2450
C  0.7542  2.7037  4.4344
H  -2.6787  0.7320  2.1909
H  -1.7798  2.0361  1.2922
H  -2.9907  2.4328  2.5377
H  0.3594  2.4363  2.3298
H  0.4226  2.2702  5.3770
H  0.9398  3.7519  4.6701
H  1.7273  2.2343  4.2837
C  1.8641  2.0837  -2.3710
C  0.9715  3.3163  -2.3826
O  0.8440  3.9780  -1.3420
N  0.5230  3.6998  -3.5963
C  -0.3985  4.8646  -3.7319
H  1.2533  1.3526  -1.8369
H  2.8528  2.2842  -1.9628
H  2.0026  1.4559  -3.2525
H  0.3587  2.8990  -4.1891
H  -0.5814  5.3134  -4.7074
H  -0.1403  5.7289  -3.1206
H  -1.3554  4.5390  -3.3216
C  1.7154  -4.1474  -0.2927
C  2.6123  -3.5396  -1.3204
O  3.7770  -3.9897  -1.4522
N  2.1012  -2.5350  -2.0424
C  2.9425  -1.8897  -3.0755
H  0.9993  -4.6542  -0.9426
H  1.3443  -3.4504  0.4564
H  2.2056  -5.0111  0.1557
H  1.1210  -2.3350  -1.8667
H  2.6684  -0.8478  -3.2458
H  2.7252  -2.2921  -4.0667
H  4.0266  -1.9201  -2.9832
C  -2.8964  -4.4055  0.7211
C  -2.1607  -4.1475  1.9263
O  -2.4055  -4.8030  2.9578
N  -1.3291  -3.0889  1.9213
C  -0.5453  -2.6059  3.0714
H  -3.2884  -5.4140  0.8462
H  -2.3591  -4.1987  -0.2048
H  -3.7435  -3.7184  0.6870
H  -1.1747  -2.6020  1.0511
H  -1.2743  -2.1526  3.7423
H  0.2490  -1.9159  2.7876
H  0.0336  -3.3949  3.5519
C  -5.4244  -0.8524  -1.3499
C  -5.3281  -1.5499  -2.7324
O  -4.5879  -1.1267  -3.5686
N  -6.2349  -2.5404  -3.0032
C  -6.8900  -3.2649  -1.9815
H  -6.4606  -0.5250  -1.2641
H  -4.8025  0.0351  -1.4613
H  -4.9861  -1.4657  -0.5634
H  -6.3396  -2.8253  -3.9646
H  -7.4898  -4.0141  -2.4983
H  -7.5021  -2.6503  -1.3201
H  -6.2292  -3.8113  -1.3058
Cl  6.4713  -1.6001  -1.5691
C  6.2352  -0.8286  0.1102
C  5.0450  -1.4660  0.8525
Cl  3.5721  -0.3926  0.7925
H  6.1863  0.2458  -0.0550
H  7.1441  -1.1028  0.6440
H  5.2832  -1.6580  1.8978
H  4.6647  -2.3876  0.4133

Cartesian forces, eV/Å:
-0.856 -1.546 0.269
0.131 0.385 -3.557
1.551 -1.347 1.816
-0.769 1.490 2.063
-0.320 0.246 0.149
0.589 -0.044 -0.428
0.121 1.043 -0.073
-0.357 -0.266 1.540
1.542 0.070 -2.547
-1.170 -0.538 0.366
0.020 -0.575 1.298
0.967 0.477 -0.111
0.508 -0.025 -0.614
-0.328 -0.003 -0.085
-0.166 0.679 0.340
0.074 0.045 0.162
0.144 0.315 0.001
-0.627 0.161 0.284
-0.423 -0.102 -0.012
0.201 0.408 -0.720
-0.585 0.102 1.507
0.478 -0.123 0.216
0.208 0.389 0.996
0.858 -0.977 -0.295
0.148 0.063 -0.128
-0.188 -0.270 -0.170
-0.233 -0.044 -0.361
-0.006 0.191 0.119
-0.752 -0.229 -0.472
-0.361 0.249 -0.677
0.222 0.235 -0.069
-1.086 -1.093 -0.117
1.508 0.716 0.700
-0.512 -0.426 -1.651
-0.743 1.108 -0.439
-0.747 -0.458 1.067
0.467 0.002 1.001
-0.340 0.031 0.367
-0.040 0.914 -0.785
0.059 0.299 -0.386
0.530 -0.879 -0.415
0.700 -0.454 0.276
-0.259 0.153 -0.193
-0.027 -1.110 -0.589
2.446 -0.280 0.193
-1.184 0.718 -0.090
2.052 -0.214 -0.131
-1.232 0.254 -0.853
-1.053 0.434 0.534
-0.391 -0.165 -0.277
0.397 0.428 0.299
-0.833 0.802 -0.644
-0.177 0.152 0.682
-0.023 -0.538 0.003
-0.269 -0.411 0.861
-1.220 -0.235 -1.747
0.389 0.079 3.379
0.648 0.641 -0.906
1.315 0.471 -0.158
-0.525 -0.538 -0.215
0.049 0.014 -0.594
0.152 -0.390 -0.029
-0.173 0.000 0.130
-0.148 -0.220 -0.028
0.523 0.098 0.440
-0.526 0.378 -0.449
-0.575 -0.365 0.154
0.479 -0.186 -1.464
-0.489 0.656 0.936
0.700 0.323 -1.273
0.418 0.572 -0.024
-0.666 -0.963 0.456
-0.039 -0.303 0.731
0.110 -0.139 0.097
-0.547 0.031 0.237
0.351 -0.016 0.169
-0.326 0.004 0.391
-0.294 0.097 -0.234
0.337 -0.065 -0.128
-0.180 0.632 1.040
-0.010 -1.363 -0.614
-0.546 0.530 -0.516
0.638 -0.451 0.166
-0.223 -0.183 0.178
0.016 0.209 -0.092
-0.038 0.284 -0.026
0.538 -0.046 -0.228

Its net charge is -1. The value obtained for the LUMO energy is 0.0865 Eh. The calculation puts the energy relative to the best compared isomer or geometry (same formula, charge and spin) at 188.88 kJ/mol. For the gap between HOMO and LUMO, the calculation gives 7.38 eV.

Results of the Löwdin charge analysis, in e, for atoms 1 through 5: -0.033, -0.750, -0.111, -0.059, 0.041

***

[3]
Formula: C11H15N
Source: OMol25
Level of theory: ωB97M-V with the def2-TZVPD basis set

Geometry (Å):
C  -2.5259  3.7784  0.6003
C  -0.8239  0.5760  -0.3286
C  -0.7308  1.9006  0.1339
C  -2.0410  2.4009  0.2617
C  -2.9085  1.3025  -0.0324
C  1.5032  0.3433  -0.2883
C  0.2641  -0.2270  -0.5669
C  1.6413  1.6646  0.1660
C  0.5485  2.4663  0.3635
N  -2.1883  0.2231  -0.3146
H  2.4049  -0.2090  -0.4989
H  0.1357  -1.2369  -0.9153
H  2.6477  1.9901  0.3907
H  0.5648  3.5056  0.6529
H  -2.6249  -0.5915  -0.7226
H  -3.9847  1.2015  0.0121
H  -3.3623  3.6577  1.2838
H  -2.7608  4.3188  -0.3157
H  -1.7275  4.2842  1.1357
C  2.2234  -4.6049  0.0409
C  1.7583  -3.2123  -0.3202
H  3.2844  -4.7789  -0.1081
H  1.9922  -4.9114  1.0654
H  1.7306  -5.3744  -0.5517
H  0.6878  -3.1923  -0.4864
H  2.3457  -2.7927  -1.1360
H  1.9461  -2.4824  0.4792

Cartesian forces, eV/Å:
0.839 -1.074 0.364
0.182 -0.762 0.621
0.074 0.154 -0.348
-0.351 0.352 -0.023
0.140 -0.529 0.258
0.207 0.434 -0.358
-0.602 0.308 0.115
0.494 -0.403 0.163
-0.991 0.075 -0.173
-0.416 0.603 -0.778
0.047 -0.210 0.142
0.204 -0.125 -0.054
-0.087 0.290 -0.108
0.481 0.047 0.181
0.335 -0.243 0.152
0.034 0.400 -0.055
-0.320 0.413 -0.212
-0.267 0.113 0.127
-0.041 0.322 -0.049
-0.100 -0.979 0.256
0.585 0.582 0.726
0.186 0.279 0.043
0.034 0.395 0.030
-0.085 0.132 -0.325
-0.134 -0.015 -0.393
-0.402 -0.220 -0.524
-0.045 -0.340 0.221

Its net charge is +1. The value obtained for the LUMO energy (spin up / spin down) is -0.1345 / -0.2522 Eh. The calculation puts the energy relative to the best compared isomer or geometry (same formula, charge and spin) at 15.63 kJ/mol. As for the spin multiplicity: 2. For the gap between HOMO and LUMO (spin up / spin down), the calculation gives 9.29 / 6.69 eV.

Results of the natural (NBO) charge analysis, in e, for atoms 1 through 5: -0.657, 0.238, -0.169, 0.124, 0.122

***

Which formula does entry 2 have?
C22H49Cl2N6O8